No. 1
This record from the Open Molecules 2025 dataset describes a 2-piece molecular cluster, C3H4F2 overall at a distorted geometry. The level of theory is ωB97M-V/def2-TZVPD.

Summary:
orbital gap: 8.8 eV
HOMO energy: -8.97 eV
energy relative to the best compared isomer or geometry (same formula, charge and spin): 153.5 kcal per mole
E_tot: -316.17123 hartree
F_max: 0.0778 Eh/bohr

Structure (XYZ):
```
9
C3H4F2, DFT ωB97M-V/def2-TZVPD
C 2.4603 -0.2984 -0.7833
C -0.6478 0.0309 -0.5100
C -1.3494 0.0878 0.7264
F 2.6605 0.4076 0.3096
F -1.1692 -0.8517 -1.3698
H 2.0230 0.3212 -1.5945
H -0.4051 -0.2430 1.3713
H -1.3705 1.0655 0.9909
H -2.2017 -0.5200 0.8593
```

---

No. 2
This record from the Open Molecules 2025 dataset describes an isolated ion of composition C2H4NO2 and charge +1 at a distorted geometry. The level of theory is ωB97M-V/def2-TZVPD.

Summary:
orbital gap: 11.2 eV
HOMO energy: -15.81 eV
energy relative to the best compared isomer or geometry (same formula, charge and spin): 56.1 kcal per mole
SMILES: [NH3+][C@H]1OC1=O
charge: +1
E_tot: -283.46674 hartree
F_max: 0.0858 Eh/bohr

Structure (XYZ):
```
9
C2H4NO2, DFT ωB97M-V/def2-TZVPD
C -1.5579 -0.1093 0.0667
C -0.0887 0.0285 0.5712
N 1.1158 -0.1474 -0.3521
O -2.4338 -0.8374 -0.1163
O -1.0724 1.0415 -0.1579
H -0.0642 0.4833 1.6097
H 1.2341 0.5705 -0.9941
H 1.0028 -1.1049 -0.8903
H 1.8643 0.0752 0.2631
```

---

No. 3
This record from the Open Molecules 2025 dataset describes a 2-piece molecular cluster, C4H8FI overall at a distorted geometry. The level of theory is ωB97M-V/def2-TZVPD.

Summary:
orbital gap (alpha / beta): 7.5 / 8.7 eV
HOMO energy (alpha / beta): -7.60 / -8.06 eV
energy relative to the best compared isomer or geometry (same formula, charge and spin): 72.6 kcal per mole
E_tot: -554.62642 hartree
F_max: 0.0852 Eh/bohr

Structure (XYZ):
```
14
C4H8FI, DFT ωB97M-V/def2-TZVPD
C -0.9080 1.3381 0.1294
C -0.3743 -0.8603 -1.2080
C 1.5049 -0.5087 1.1690
C -0.8533 -0.1363 0.0353
F -1.6402 -0.9410 0.8548
I 2.8218 0.6641 0.0060
H -1.2527 1.7758 1.0422
H 0.0489 1.6592 -0.1785
H -1.5238 1.6811 -0.6584
H -1.2285 -0.8294 -1.8987
H -0.3229 -1.8010 -0.8361
H 0.5051 -0.3223 -1.7041
H 1.5456 -0.1591 2.2008
H 1.6773 -1.5602 1.0461
```

---

No. 4
This record from the Open Molecules 2025 dataset describes a 2-piece molecular cluster, CH5N3O overall at a distorted geometry. The level of theory is ωB97M-V/def2-TZVPD.

Summary:
orbital gap (alpha / beta): 8.4 / 8.9 eV
HOMO energy (alpha / beta): -9.27 / -9.25 eV
energy relative to the best compared isomer or geometry (same formula, charge and spin): 184.5 kcal per mole
E_tot: -280.31054 hartree
F_max: 0.0690 Eh/bohr

Structure (XYZ):
```
10
CH5N3O, DFT ωB97M-V/def2-TZVPD
C -0.4577 -0.7732 0.0636
N -1.7617 1.1632 -0.0334
N 0.5117 1.3994 0.0091
N -0.7070 0.6441 -0.0559
O -3.2084 -0.4434 -0.0504
H -1.4829 -1.1365 0.5419
H -0.4360 -1.3044 -0.9294
H 0.5242 -0.9318 0.4753
H 0.3739 2.1650 -0.6325
H 1.3518 0.7600 0.0765
```

---

No. 5
This record from the Open Molecules 2025 dataset describes an isolated molecule of C2HF3N2O at a distorted geometry. The level of theory is ωB97M-V/def2-TZVPD.

Summary:
orbital gap: 10.3 eV
HOMO energy: -10.76 eV
energy relative to the best compared isomer or geometry (same formula, charge and spin): 52.3 kcal per mole
SMILES: O=CC(F)(F)/N=N\F
E_tot: -561.01169 hartree
F_max: 0.1052 Eh/bohr

Structure (XYZ):
```
9
C2HF3N2O, DFT ωB97M-V/def2-TZVPD
C -0.5498 -0.0436 0.6851
C 0.8635 -0.7333 1.1667
N 0.8040 -2.1304 0.8831
N 0.5192 -2.4541 -0.2267
O -1.4787 -0.7245 0.4518
F 1.8552 -0.1612 0.5187
F 0.8610 -0.1983 2.4895
F 0.3128 -1.5207 -1.2565
H -0.5981 0.9850 0.2952
```

---

No. 6
This record from the Open Molecules 2025 dataset describes an isolated molecule of C3H3FN2O at a distorted geometry. The level of theory is ωB97M-V/def2-TZVPD.

Summary:
orbital gap: 9.8 eV
HOMO energy: -9.12 eV
energy relative to the best compared isomer or geometry (same formula, charge and spin): 51.1 kcal per mole
SMILES: Nc1conc1F
E_tot: -400.66575 hartree
F_max: 0.0297 Eh/bohr

Structure (XYZ):
```
10
C3H3FN2O, DFT ωB97M-V/def2-TZVPD
C -0.2585 -0.0548 -0.1010
C 0.6500 -1.0624 -0.1183
C 0.5858 1.1221 -0.0204
H -1.9196 -1.0537 0.2226
H -1.9721 0.6121 0.4240
H 0.6281 -2.1660 -0.0556
N -1.6511 -0.1431 -0.1533
N 1.8564 0.8775 -0.0535
O 1.9134 -0.5241 -0.0440
F 0.1675 2.3924 -0.1005
```

---

No. 7
This record from the Open Molecules 2025 dataset describes C31H39Br3IIrN5P2 as an isolated structure. The level of theory is ωB97M-V/def2-TZVPD.

Summary:
orbital gap (alpha / beta): 7.0 / 4.5 eV
HOMO energy (alpha / beta): -15.39 / -15.42 eV
multiplicity: 5
charge: +3
E_tot: -10284.29290 hartree
F_max: 0.0128 Eh/bohr

Structure (XYZ):
```
82
C31H39Br3IIrN5P2, DFT ωB97M-V/def2-TZVPD
Ir 0.2117 0.0014 0.1104
C 3.6221 -0.2728 1.6858
P 1.8352 -0.3853 2.0094
C 1.7308 -1.9600 2.9100
C 1.3976 0.9432 3.1761
C 2.1625 1.0606 4.3378
C 1.8595 2.0151 5.2968
C 0.7777 2.8647 5.1108
C 0.0159 2.7705 3.9569
C 0.3145 1.8216 2.9766
P -0.7198 1.8215 1.4808
C -2.4604 1.6591 1.9708
C -0.7310 3.5120 0.8259
H 4.1528 -0.8201 2.4655
H 3.9619 0.7573 1.6913
H 3.8546 -0.7248 0.7222
H 2.2792 -1.8526 3.8475
H 2.2130 -2.7325 2.3085
H 0.7111 -2.2641 3.1271
H 3.0060 0.4004 4.5070
H 2.4641 2.0922 6.1910
H 0.5294 3.6036 5.8614
H -0.8201 3.4490 3.8294
H -2.7653 2.6046 2.4211
H -2.6402 0.8556 2.6746
H -3.0633 1.4930 1.0767
H -0.8629 4.1944 1.6676
H -1.5821 3.6078 0.1511
H 0.1681 3.7781 0.2849
Br -3.1324 -4.9050 3.7232
C -2.3653 -3.5061 2.7916
C -1.9396 -2.3628 3.4570
C -1.3430 -1.3683 2.7159
N -1.1903 -1.4308 1.3826
C -1.6150 -2.5341 0.7468
C -2.1887 -3.5960 1.4168
C -1.4276 -2.5211 -0.7226
C -2.0688 -3.4131 -1.5553
C -1.8530 -3.3338 -2.9257
Br -2.6963 -4.5169 -4.0654
C -1.0111 -2.3499 -3.4241
C -0.4260 -1.4801 -2.5328
N -0.6131 -1.5626 -1.2049
H -2.0516 -2.2609 4.5277
H -0.9425 -0.4970 3.2152
H -2.4906 -4.4924 0.8942
H -2.7470 -4.1556 -1.1607
H -0.8263 -2.2504 -4.4851
H 0.1958 -0.6712 -2.8800
Br -1.5944 5.3256 -3.2336
C -2.4589 3.8649 -4.0516
C -3.4752 4.1290 -4.9588
C -4.1478 3.0849 -5.5759
C -3.8159 1.7689 -5.2931
C -2.7999 1.4922 -4.3922
C -2.1273 2.5443 -3.7851
I -0.5584 2.0839 -2.4681
H -3.7361 5.1559 -5.1754
H -4.9372 3.3066 -6.2820
H -4.3441 0.9556 -5.7733
H -2.5337 0.4676 -4.1672
C 3.2026 3.1289 -2.6301
N 2.9338 2.1419 -1.5653
C 2.4456 2.6968 -0.3225
C 2.8262 0.8290 -1.8318
N 1.9167 0.0442 -1.2043
N 3.6347 0.3055 -2.7677
C 3.3161 -0.9553 -3.4338
C 5.0293 0.7448 -2.9368
H 2.3241 3.7652 -2.7449
H 3.3859 2.6324 -3.5746
H 4.0623 3.7467 -2.3758
H 2.3435 3.7727 -0.4385
H 3.1182 2.5142 0.5104
H 1.4616 2.2947 -0.0721
H 2.0706 -0.9232 -1.4637
H 2.2471 -1.0378 -3.6050
H 3.6765 -1.8236 -2.8734
H 3.8008 -0.9631 -4.4072
H 5.2628 1.5520 -2.2521
H 5.2122 1.0735 -3.9585
H 5.6883 -0.0955 -2.7189
```

---

No. 8
This record from the Open Molecules 2025 dataset describes an isolated molecule of C3H2F4O at a distorted geometry. The level of theory is ωB97M-V/def2-TZVPD.

Summary:
orbital gap: 11.3 eV
HOMO energy: -10.65 eV
energy relative to the best compared isomer or geometry (same formula, charge and spin): 41.3 kcal per mole
SMILES: OC1C(F)(F)C1(F)F
E_tot: -590.13037 hartree
F_max: 0.0907 Eh/bohr

Structure (XYZ):
```
10
C3H2F4O, DFT ωB97M-V/def2-TZVPD
C 0.6489 0.5084 -0.1040
C 0.1470 -0.7929 0.4634
C -0.8429 0.3834 0.4021
O 1.0636 0.5155 -1.4500
F 0.7675 -1.2226 1.5559
F -0.0199 -1.7634 -0.4365
F -1.7929 0.1408 -0.5174
F -1.3552 0.8664 1.4590
H 1.2030 1.1827 0.5853
H 0.1808 0.1817 -1.9578
```

---

- Which value of F_max does entry 1 give?
  0.0778 Eh/bohr

---

- The lowest E_tot belongs to which entry?
  C31H39Br3IIrN5P2

---

Please write out number 7 again, unchanged.
This record from the Open Molecules 2025 dataset describes C31H39Br3IIrN5P2 as an isolated structure. The level of theory is ωB97M-V/def2-TZVPD.

Summary:
orbital gap (alpha / beta): 7.0 / 4.5 eV
HOMO energy (alpha / beta): -15.39 / -15.42 eV
multiplicity: 5
charge: +3
E_tot: -10284.29290 hartree
F_max: 0.0128 Eh/bohr

Structure (XYZ):
```
82
C31H39Br3IIrN5P2, DFT ωB97M-V/def2-TZVPD
Ir 0.2117 0.0014 0.1104
C 3.6221 -0.2728 1.6858
P 1.8352 -0.3853 2.0094
C 1.7308 -1.9600 2.9100
C 1.3976 0.9432 3.1761
C 2.1625 1.0606 4.3378
C 1.8595 2.0151 5.2968
C 0.7777 2.8647 5.1108
C 0.0159 2.7705 3.9569
C 0.3145 1.8216 2.9766
P -0.7198 1.8215 1.4808
C -2.4604 1.6591 1.9708
C -0.7310 3.5120 0.8259
H 4.1528 -0.8201 2.4655
H 3.9619 0.7573 1.6913
H 3.8546 -0.7248 0.7222
H 2.2792 -1.8526 3.8475
H 2.2130 -2.7325 2.3085
H 0.7111 -2.2641 3.1271
H 3.0060 0.4004 4.5070
H 2.4641 2.0922 6.1910
H 0.5294 3.6036 5.8614
H -0.8201 3.4490 3.8294
H -2.7653 2.6046 2.4211
H -2.6402 0.8556 2.6746
H -3.0633 1.4930 1.0767
H -0.8629 4.1944 1.6676
H -1.5821 3.6078 0.1511
H 0.1681 3.7781 0.2849
Br -3.1324 -4.9050 3.7232
C -2.3653 -3.5061 2.7916
C -1.9396 -2.3628 3.4570
C -1.3430 -1.3683 2.7159
N -1.1903 -1.4308 1.3826
C -1.6150 -2.5341 0.7468
C -2.1887 -3.5960 1.4168
C -1.4276 -2.5211 -0.7226
C -2.0688 -3.4131 -1.5553
C -1.8530 -3.3338 -2.9257
Br -2.6963 -4.5169 -4.0654
C -1.0111 -2.3499 -3.4241
C -0.4260 -1.4801 -2.5328
N -0.6131 -1.5626 -1.2049
H -2.0516 -2.2609 4.5277
H -0.9425 -0.4970 3.2152
H -2.4906 -4.4924 0.8942
H -2.7470 -4.1556 -1.1607
H -0.8263 -2.2504 -4.4851
H 0.1958 -0.6712 -2.8800
Br -1.5944 5.3256 -3.2336
C -2.4589 3.8649 -4.0516
C -3.4752 4.1290 -4.9588
C -4.1478 3.0849 -5.5759
C -3.8159 1.7689 -5.2931
C -2.7999 1.4922 -4.3922
C -2.1273 2.5443 -3.7851
I -0.5584 2.0839 -2.4681
H -3.7361 5.1559 -5.1754
H -4.9372 3.3066 -6.2820
H -4.3441 0.9556 -5.7733
H -2.5337 0.4676 -4.1672
C 3.2026 3.1289 -2.6301
N 2.9338 2.1419 -1.5653
C 2.4456 2.6968 -0.3225
C 2.8262 0.8290 -1.8318
N 1.9167 0.0442 -1.2043
N 3.6347 0.3055 -2.7677
C 3.3161 -0.9553 -3.4338
C 5.0293 0.7448 -2.9368
H 2.3241 3.7652 -2.7449
H 3.3859 2.6324 -3.5746
H 4.0623 3.7467 -2.3758
H 2.3435 3.7727 -0.4385
H 3.1182 2.5142 0.5104
H 1.4616 2.2947 -0.0721
H 2.0706 -0.9232 -1.4637
H 2.2471 -1.0378 -3.6050
H 3.6765 -1.8236 -2.8734
H 3.8008 -0.9631 -4.4072
H 5.2628 1.5520 -2.2521
H 5.2122 1.0735 -3.9585
H 5.6883 -0.0955 -2.7189
```